[1]
{"formula": "C4H11N2O2", "method": "ωB97M-V/def2-TZVPD", "elements": ["O", "O", "N", "N", "C", "C", "C", "C", "H", "H", "H", "H", "H", "H", "H", "H", "H", "H", "H"], "xyz": [[-2.043832, -0.345938, -0.962141], [-1.762669, 1.301703, -2.432089], [-1.316028, 0.151619, -1.868474], [0.033045, -0.084773, 0.600423], [-1.238039, -0.388228, 0.708890], [0.475182, 1.292497, 0.761647], [-0.160225, -0.280146, -2.202049], [1.067312, -1.103586, 0.628529], [0.133122, 1.923894, -0.059066], [1.458977, -1.197678, 1.644707], [0.092584, 1.707710, 1.694997], [1.560614, 1.326039, 0.792192], [-2.687901, 1.470474, -2.174371], [0.667268, -2.071044, 0.332677], [0.399398, 0.258284, -2.947467], [-1.521844, -1.417301, 0.883395], [0.185420, -1.223710, -1.825144], [1.892623, -0.830962, -0.028079], [-1.921145, 0.357949, 1.093241]], "atomic_forces_ev_per_a": [[-0.94, -0.46, -0.02], [0.44, 0.69, -0.53], [0.00, 0.00, 0.20], [-0.29, -0.14, 0.24], [0.13, 0.09, 0.30], [-0.02, 0.68, 0.12], [0.24, 0.13, -0.64], [0.38, -0.42, 0.25], [0.01, -0.07, -0.01], [0.02, 0.01, -0.07], [0.04, -0.03, -0.01], [-0.02, -0.04, -0.02], [0.17, -0.61, 0.28], [-0.05, 0.02, -0.04], [-0.07, 0.15, -0.08], [0.13, 0.00, -0.08], [-0.21, -0.05, 0.17], [-0.09, -0.02, -0.03], [0.12, 0.08, -0.03]], "nbo_charge": [-0.44, -0.50, 0.35, -0.37, 0.12, -0.42, -0.13, -0.42, 0.22, 0.23, 0.23, 0.23, 0.52, 0.22, 0.24, 0.23, 0.23, 0.22, 0.23], "gap_ev": 10.50, "total_charge": 1, "lumo_energy_ev": -3.83, "de_lowest_ev": 5.325}

[2]
{"formula": "C6H9N2O2", "method": "ωB97M-V/def2-TZVPD", "elements": ["O", "O", "N", "N", "C", "C", "C", "C", "C", "C", "H", "H", "H", "H", "H", "H", "H", "H", "H"], "xyz": [[-2.023539, 1.282561, -0.037251], [-2.302818, -0.907965, -0.342948], [-0.021774, -1.110049, 0.827597], [2.185376, -1.220264, 0.412880], [-2.768927, 0.384022, -2.233875], [2.891383, 1.034717, 1.215386], [0.542668, 0.028460, 1.368760], [1.897419, -0.106312, 1.195200], [-2.318050, 0.322900, -0.748367], [0.992853, -1.768993, 0.249062], [-2.834547, 1.415676, -2.574012], [0.795402, -2.642904, -0.356303], [2.926844, 1.581296, 2.160841], [-3.602478, -0.302386, -2.280858], [3.909699, 0.714151, 1.000870], [2.687816, 1.688499, 0.360486], [-1.084628, -1.171118, 0.626400], [-1.881978, -0.026697, -2.726488], [0.009278, 0.804410, 1.882611]], "atomic_forces_ev_per_a": [[-0.01, 0.68, -0.57], [-0.23, 0.55, -0.25], [-0.35, 1.09, 0.50], [-0.89, 0.16, 0.69], [1.71, 0.52, 1.22], [0.27, -0.29, -0.01], [0.68, -1.03, 0.57], [0.50, 0.93, -1.34], [-0.44, -1.83, 0.72], [0.08, -0.67, -0.46], [-0.75, -0.07, -0.10], [0.10, -0.07, 0.12], [-0.22, 0.17, -0.17], [-0.30, 0.27, -0.60], [0.06, -0.49, 0.25], [-0.26, 0.30, 0.37], [0.75, 0.07, -0.45], [-0.34, -0.27, -0.33], [-0.37, -0.03, -0.16]], "nbo_charge": [-0.73, -0.84, -0.54, -0.52, -0.74, -0.63, -0.09, 0.03, 0.78, 0.16, 0.20, 0.17, 0.20, 0.22, 0.21, 0.21, 0.48, 0.21, 0.22], "gap_ev": 8.55, "total_charge": -1, "lumo_energy_ev": 3.99, "de_lowest_ev": 0.673}

[3]
{"formula": "C10H12F9N4OPtSe2Te2", "method": "ωB97M-V/def2-TZVPD", "elements": ["Pt", "Te", "Te", "Se", "Se", "F", "F", "F", "F", "F", "F", "F", "F", "F", "O", "N", "N", "N", "N", "C", "C", "C", "C", "C", "C", "C", "C", "C", "C", "H", "H", "H", "H", "H", "H", "H", "H", "H", "H", "H", "H"], "xyz": [[0.600763, -0.326443, -1.931748], [1.762794, -1.139687, -4.458961], [-0.523560, 0.160421, -5.217071], [2.762687, 0.424302, -2.811886], [-1.686377, -0.392877, -3.097488], [1.640334, -4.230114, 1.111346], [-0.263806, -5.236538, -0.562602], [-2.450189, -3.692478, 0.589571], [2.113404, -2.329383, 0.207664], [-1.215323, -3.765264, -1.817896], [1.119466, -2.382563, 2.112375], [0.931912, -3.846778, -1.703905], [-1.619670, -2.326371, 2.032090], [-0.960628, -4.380960, 1.997857], [-0.465224, -1.685711, -0.252009], [0.198670, 1.159944, -0.479709], [0.741497, 1.883866, 1.783309], [0.343030, 3.532428, 0.046664], [-1.496346, 2.217530, 0.920157], [-0.198460, -3.953688, -0.985638], [0.588125, 2.513274, -0.962483], [-0.210465, -2.910447, 0.181555], [0.975637, 0.871281, 0.764739], [-0.689049, 1.898658, 2.097374], [1.113895, 3.190129, 1.244643], [-1.253274, 1.210943, -0.102420], [-1.314303, -3.340651, 1.211286], [1.181095, -2.980471, 0.902065], [-1.078563, 3.516558, 0.400815], [-1.259809, 4.282015, 1.158841], [-1.667941, 3.750590, -0.487812], [0.016673, 2.720446, -1.867373], [-1.815777, 1.444570, -1.004369], [-1.521900, 0.216002, 0.249674], [1.647429, 2.489887, -1.217072], [-0.979425, 0.916701, 2.473423], [0.662060, -0.108706, 1.113405], [0.937920, 3.953187, 2.006339], [-0.874665, 2.648414, 2.870311], [2.176381, 3.182126, 0.992976], [2.030983, 0.845858, 0.491964]], "atomic_forces_ev_per_a": [[0.70, 0.55, -1.46], [-0.45, 0.16, 1.09], [0.01, 0.05, -0.12], [0.23, -0.06, 0.21], [-0.37, -0.01, 0.12], [0.02, -0.01, 0.02], [-0.04, -0.08, 0.06], [0.01, 0.02, -0.01], [0.06, 0.02, -0.04], [-0.08, 0.06, -0.04], [-0.05, 0.01, 0.03], [0.07, 0.04, -0.03], [0.02, 0.02, 0.00], [-0.01, 0.00, -0.01], [-0.07, -0.21, 0.30], [-0.13, -0.24, -0.06], [0.01, -0.03, 0.00], [0.01, -0.01, 0.01], [-0.01, -0.02, 0.00], [0.04, -0.07, 0.01], [0.02, 0.01, -0.13], [-0.07, 0.10, 0.00], [0.09, -0.05, -0.03], [0.00, 0.04, 0.00], [-0.02, 0.02, 0.00], [-0.05, -0.10, 0.01], [0.06, -0.07, 0.02], [-0.01, -0.07, 0.05], [0.01, 0.00, 0.01], [0.00, 0.00, 0.00], [0.00, 0.00, 0.00], [-0.02, 0.00, 0.00], [0.00, 0.00, 0.00], [0.00, -0.01, -0.01], [-0.02, 0.00, -0.01], [0.00, 0.00, -0.01], [-0.01, -0.03, 0.00], [0.00, 0.00, 0.00], [0.00, 0.00, 0.00], [0.00, -0.01, -0.01], [0.01, -0.01, 0.01]], "nbo_charge": [0.60, 0.19, 0.04, -0.51, -0.57, -0.33, -0.34, -0.32, -0.31, -0.30, -0.34, -0.33, -0.32, -0.34, -0.90, -0.46, -0.47, -0.47, -0.47, 0.95, -0.08, 0.04, -0.09, -0.08, -0.08, -0.11, 0.95, 0.95, -0.08, 0.19, 0.20, 0.22, 0.23, 0.26, 0.22, 0.21, 0.25, 0.19, 0.19, 0.20, 0.21], "gap_ev": 5.96, "total_charge": -1, "lumo_energy_ev": 1.95, "de_lowest_ev": 0.546}

[4]
{"formula": "C21H26AsN3O4PbSSe4Te", "method": "ωB97M-V/def2-TZVPD", "elements": ["Pb", "Te", "Se", "Se", "Se", "Se", "As", "S", "O", "O", "O", "O", "N", "N", "N", "C", "C", "C", "C", "C", "C", "C", "C", "C", "C", "C", "C", "C", "C", "C", "C", "C", "C", "C", "C", "C", "H", "H", "H", "H", "H", "H", "H", "H", "H", "H", "H", "H", "H", "H", "H", "H", "H", "H", "H", "H", "H", "H", "H", "H", "H", "H"], "xyz": [[-0.920719, 0.405546, 1.154724], [0.259269, 4.515385, 0.139302], [-3.267129, 0.293711, -0.140462], [-1.312945, 3.592270, 1.651231], [0.022197, 3.144711, -1.955087], [0.307581, 0.873469, -1.523866], [-1.596379, -3.158875, 0.518205], [1.508097, -7.751557, 1.207747], [1.026656, -9.105314, 1.058389], [0.526734, -6.784398, 1.683624], [2.839704, -7.600480, 1.763193], [-0.651106, -1.789621, 0.870345], [1.797560, -5.854309, -0.600131], [1.808737, -8.032564, -1.503912], [1.381420, -1.129234, -1.588835], [1.979789, -3.188675, -0.591759], [1.888934, -5.346388, -1.808416], [1.733866, -7.185743, -0.466410], [-4.774279, 4.120839, 0.455411], [-5.070763, 4.199071, 1.807880], [-4.255931, 2.966884, -0.126294], [1.505638, -3.085958, -2.929723], [-4.180803, 0.725057, 2.994547], [-4.336491, 1.890638, 2.047970], [-4.845483, 3.071736, 2.582157], [-0.687310, -4.725085, 1.080097], [1.930799, -6.126536, -2.946698], [-4.026134, 1.844406, 0.680117], [1.264665, -1.736970, -2.771184], [1.913532, -7.493309, -2.706790], [-5.626123, 5.460257, 2.412577], [1.817366, -3.844937, -1.809155], [-1.945332, -3.285786, -1.341512], [1.774089, -1.832291, -0.525827], [-3.958959, 2.982325, -1.601167], [-3.262511, -3.079861, 1.422795], [-4.542521, 2.237373, -2.144739], [1.371323, -3.538028, -3.902113], [-5.706982, 6.250031, 1.667349], [-5.153932, 0.291079, 3.235361], [1.853329, -1.301983, 0.413360], [-4.945068, 4.988003, -0.172848], [2.229194, -3.768347, 0.286828], [0.257608, -4.795274, 0.548702], [-2.426931, -4.242551, -1.539837], [-3.650823, -4.087455, 1.558056], [-4.188943, 3.963101, -2.015325], [-0.990595, -3.238218, -1.865317], [-2.910757, 2.755139, -1.794339], [-1.301758, -5.597921, 0.864793], [-2.590319, -2.464054, -1.652765], [1.988229, -5.732766, -3.949453], [-5.072775, 3.103917, 3.643281], [-6.619645, 5.296528, 2.833245], [0.945527, -1.123140, -3.603451], [-3.957543, -2.473187, 0.844273], [-3.736502, 1.051470, 3.935654], [-0.480971, -4.668793, 2.147898], [-4.991515, 5.822259, 3.223207], [-3.085241, -2.618898, 2.393671], [1.966500, -8.187528, -3.539948], [-3.583620, -0.081998, 2.575927]], "atomic_forces_ev_per_a": [[-0.04, 0.00, 0.17], [0.21, 0.10, -0.17], [0.09, -0.25, -0.18], [-0.15, 0.12, 0.15], [0.04, 0.40, -0.06], [-0.21, 0.10, -0.02], [0.42, -0.07, 0.42], [0.18, -0.71, 0.26], [-0.02, 0.25, 0.23], [0.23, -0.61, 0.43], [-0.24, 0.06, 0.03], [-0.30, -0.35, -0.13], [0.01, -0.77, 0.46], [-0.04, 0.12, 0.64], [0.26, -0.29, -0.13], [0.22, -0.20, -0.06], [-0.18, 0.97, -0.31], [0.22, 0.52, -1.42], [0.03, -0.05, -0.06], [-0.04, 0.03, 0.01], [-0.13, 0.14, -0.02], [-0.16, -0.05, -0.09], [-0.01, -0.03, -0.02], [-0.02, -0.04, 0.00], [0.03, 0.00, 0.04], [-0.18, 0.59, -0.04], [0.11, -0.24, 0.12], [-0.20, 0.22, 0.16], [0.15, -0.06, 0.08], [-0.02, -0.07, -0.32], [0.01, 0.00, 0.03], [0.19, -0.34, 0.12], [0.01, 0.17, -0.30], [-0.16, 0.17, -0.06], [-0.01, -0.01, 0.03], [-0.34, 0.21, 0.07], [-0.03, -0.03, 0.06], [0.01, -0.01, -0.02], [0.01, 0.01, -0.01], [-0.04, 0.03, -0.03], [0.08, 0.04, -0.05], [0.00, 0.00, -0.01], [0.05, 0.09, 0.00], [-0.08, -0.14, 0.04], [-0.01, 0.00, -0.02], [0.03, -0.03, 0.00], [0.02, 0.00, -0.03], [-0.08, -0.01, -0.04], [0.04, 0.00, 0.00], [0.07, 0.05, 0.03], [0.03, -0.03, -0.04], [0.03, 0.05, -0.02], [-0.01, -0.01, 0.00], [0.00, -0.04, -0.02], [-0.02, 0.08, 0.00], [-0.02, 0.01, 0.14], [0.03, -0.01, 0.00], [-0.07, -0.03, -0.09], [0.02, -0.01, -0.01], [-0.09, -0.04, 0.02], [0.02, -0.03, 0.03], [0.03, 0.02, -0.01]], "nbo_charge": [1.14, 0.47, -0.34, -0.28, -0.13, -0.02, 1.99, 2.41, -0.97, -1.04, -0.98, -1.27, -0.46, -0.40, -0.46, -0.23, 0.18, 0.14, -0.22, 0.00, -0.05, -0.25, -0.64, -0.07, -0.22, -1.00, -0.30, -0.11, 0.04, 0.09, -0.63, 0.02, -1.01, 0.09, -0.64, -1.01, 0.23, 0.23, 0.22, 0.23, 0.22, 0.21, 0.28, 0.30, 0.26, 0.26, 0.21, 0.25, 0.23, 0.27, 0.26, 0.22, 0.21, 0.22, 0.22, 0.26, 0.22, 0.28, 0.22, 0.25, 0.20, 0.21], "gap_ev": [5.01, 5.11], "lumo_energy_ev": [-3.00, -2.90], "de_lowest_ev": 0.000}

[5]
{"formula": "C25H35CoN3O2S2Sb", "method": "ωB97M-V/def2-TZVPD", "elements": ["Sb", "Co", "S", "S", "O", "O", "N", "N", "N", "C", "C", "C", "C", "C", "C", "C", "C", "C", "C", "C", "C", "C", "C", "C", "C", "C", "C", "C", "C", "C", "C", "C", "C", "C", "H", "H", "H", "H", "H", "H", "H", "H", "H", "H", "H", "H", "H", "H", "H", "H", "H", "H", "H", "H", "H", "H", "H", "H", "H", "H", "H", "H", "H", "H", "H", "H", "H", "H", "H"], "xyz": [[-0.651881, 0.335435, 1.728562], [-0.209421, 0.576198, -0.969011], [3.827675, -0.027811, -2.860414], [3.161978, 1.200199, -0.249149], [-0.954725, -1.158167, -1.892445], [2.129953, -3.682394, -3.162454], [1.294136, -1.459235, -2.188477], [0.012872, 2.228275, -0.499880], [1.467070, -0.181277, -1.653829], [-0.222900, -3.230022, -2.867607], [-1.814574, 4.694138, -2.550249], [-1.672233, -5.061948, -3.475807], [0.026180, -1.863009, -2.282033], [0.491960, 5.488141, -1.948893], [-0.192454, 3.239627, -1.333256], [-3.534096, -0.042718, 2.895168], [2.637286, 0.431289, -1.672033], [-0.051181, 1.763017, 3.502173], [-2.968166, 0.153797, 1.521122], [-0.832893, 5.703295, -2.453468], [4.902646, 1.228683, -0.678122], [0.880881, -3.997715, -3.400480], [-0.709058, 1.226295, 4.814069], [-1.463436, 3.469923, -1.975630], [-0.753437, -2.535889, 3.018718], [5.290845, 0.360344, -1.889560], [0.653295, -5.173505, -4.166597], [1.598026, -1.400116, 2.886639], [-3.273638, -1.006684, 0.616427], [0.771211, 4.325259, -1.336015], [-0.618896, -5.721918, -4.114827], [-1.538114, -3.785451, -2.891084], [-0.430970, 3.165420, 3.036974], [0.226318, -1.685775, 2.256368], [-1.732586, -2.453639, 2.587822], [-2.789131, -1.146299, -0.361984], [1.669049, 4.097854, -0.806736], [1.029955, 1.554643, 3.531116], [-3.086926, 1.187947, 1.065680], [-1.025521, 6.702937, -2.822024], [5.523560, 1.053312, 0.263801], [-0.094311, 3.907674, 3.782354], [-4.364429, -0.925013, 0.395038], [-0.765630, 0.146286, 4.837882], [-0.108166, 3.459083, 2.000154], [-3.246225, -0.992009, 3.364679], [5.791852, -0.612279, -1.636064], [5.074725, 2.274769, -0.917701], [-3.161348, -1.942077, 1.162151], [-0.082341, 1.473462, 5.702257], [-3.244978, 0.818314, 3.557715], [-0.837691, -6.622435, -4.710465], [-2.182483, 2.607162, -1.908302], [-4.606088, -0.118733, 2.912446], [5.975795, 0.935602, -2.528565], [-0.817559, -2.343693, 4.097974], [1.436600, -5.530477, -4.814434], [1.511824, -0.976844, 3.874423], [2.111618, -2.392597, 2.985838], [2.203335, -0.746458, 2.254111], [-2.643494, -5.554319, -3.323445], [-1.687140, 1.685673, 4.972088], [-2.388980, -3.302103, -2.412000], [-1.480328, 3.273139, 2.993043], [-0.370439, -3.541377, 2.964742], [1.276034, 6.219216, -2.023162], [1.990673, -2.635646, -2.830930], [-2.707211, 4.873528, -3.132500], [0.347735, -2.010312, 1.158078]], "atomic_forces_ev_per_a": [[-0.12, -0.46, 0.20], [-1.14, -2.61, 0.93], [-0.09, 0.02, -0.15], [-0.09, 0.62, 1.02], [-0.08, 0.86, 0.27], [0.07, 3.05, 0.26], [0.28, 0.16, -1.27], [0.51, 1.54, -1.55], [1.15, 0.19, 0.32], [0.06, -0.14, 0.03], [2.08, 0.04, 0.58], [-1.01, 0.62, 1.16], [0.12, -0.30, 0.05], [-1.44, 0.34, -0.44], [-0.70, 2.30, 1.15], [0.04, 0.96, 1.15], [-1.63, -3.23, -0.80], [-0.74, -1.84, -1.02], [2.72, 0.95, 0.04], [0.66, 0.21, -0.51], [1.24, 0.80, 0.77], [-1.39, -0.82, -0.07], [1.00, 1.10, 0.05], [-0.62, -1.09, -0.09], [0.92, -0.30, 0.46], [0.69, -0.58, 0.33], [-1.22, 0.90, 0.70], [-0.22, -1.68, -0.57], [-1.43, -0.22, -0.68], [-0.91, -1.83, 0.00], [0.04, 0.07, -0.97], [1.74, -1.07, -0.60], [1.22, 0.34, -0.03], [-0.31, 2.11, -1.40], [-0.44, -0.33, -0.12], [0.24, 0.54, 0.44], [0.70, 0.11, 0.11], [-0.34, 0.35, -0.12], [-0.44, -1.34, 0.56], [-0.21, -0.07, -0.24], [-0.90, -0.16, -1.28], [0.10, -0.07, -0.39], [0.45, -0.24, 0.01], [-0.28, -0.24, -0.18], [0.25, -0.48, 1.08], [0.46, 0.29, -0.14], [-0.51, 0.99, 0.05], [0.35, 0.03, -0.21], [0.06, -0.09, 0.03], [-0.33, 0.17, -0.52], [-0.34, -0.95, -0.42], [0.12, 0.34, 0.53], [0.67, 0.98, -0.28], [-0.88, 0.28, -0.25], [-0.16, -0.26, 0.22], [0.06, 0.46, -0.25], [0.22, -0.34, 0.29], [-0.08, 0.22, 0.39], [-0.05, 0.83, 0.01], [0.00, -0.08, 0.04], [0.46, 0.14, -0.50], [0.00, -0.25, -0.03], [0.37, 0.06, -0.21], [-1.44, -0.04, 0.13], [-0.27, -0.85, -0.09], [-0.16, 0.60, 0.02], [1.25, -1.56, -0.09], [-0.23, -0.09, 0.40], [-0.13, 0.05, 1.73]], "nbo_charge": [0.86, 1.24, 0.35, 0.38, -0.79, -0.69, -0.50, -0.76, -0.48, -0.24, -0.22, -0.29, 0.61, -0.23, 0.08, -0.64, -0.10, -0.39, -0.42, -0.19, -0.56, 0.39, -0.64, -0.21, -0.64, -0.55, -0.29, -0.64, -0.67, -0.20, -0.18, -0.14, -0.65, -0.45, 0.21, 0.25, 0.21, 0.21, 0.22, 0.20, 0.25, 0.21, 0.21, 0.21, 0.24, 0.21, 0.23, 0.22, 0.20, 0.21, 0.21, 0.21, 0.21, 0.21, 0.24, 0.20, 0.22, 0.20, 0.21, 0.22, 0.21, 0.21, 0.23, 0.20, 0.21, 0.21, 0.49, 0.22, 0.23], "multiplicity": 5, "gap_ev": [7.15, 6.65], "lumo_energy_ev": [0.04, -0.79], "de_lowest_ev": 0.000, "s2": 6.075}

- What is the formula in the third record?
  C10H12F9N4OPtSe2Te2